Entry 1:
Molecular formula: C32H62Cl2N6O18
Method: DFT, ωB97M-V/def2-TZVPD

Calculated values
SMILES string: O=C1OCCO1.O=C1OCCO1.O=C1OCCO1.O=C1OCCO1.CNC(C)=O.CNC(C)=O.CNC(C)=O.CNC(C)=O.CNC(C)=O.CNC(C)=O.ClCCCl
E_tot: -3859.9399 hartree

Each line ends with the Mulliken charge.
Element x y z (Å)
C1 -1.82 -2.95 3.31  0.56
C2 -3.01 -3.24 2.38  0.41
O1 -4.15 -3.25 3.28  -0.36
C3 -3.69 -3.30 4.57  0.64
O2 -4.37 -3.32 5.52  -0.55
O3 -2.33 -3.33 4.61  -0.43
H1 -1.56 -1.89 3.32  -0.45
H2 -0.98 -3.58 3.03  0.26
H3 -2.98 -4.22 1.90  0.28
H4 -3.06 -2.52 1.57  -0.34
C4 -6.51 1.64 0.71  -0.41
C5 -5.42 1.39 1.76  -0.06
O4 -5.41 -0.05 1.85  -0.17
C6 -5.97 -0.59 0.74  0.61
O5 -5.92 -1.72 0.43  -0.48
O6 -6.70 0.36 0.09  -0.37
H5 -6.18 2.36 -0.04  0.21
H6 -7.46 1.95 1.13  0.29
H7 -5.75 1.69 2.75  0.34
H8 -4.44 1.75 1.46  0.14
C7 5.36 0.02 -0.55  0.69
C8 6.08 0.63 0.64  -0.49
O7 6.13 2.01 0.25  -0.34
C9 6.03 2.07 -1.10  0.61
O8 6.11 3.06 -1.71  -0.50
O9 5.82 0.84 -1.62  -0.36
H9 4.28 0.11 -0.40  -0.55
H10 5.62 -1.02 -0.70  0.48
H11 7.10 0.28 0.79  0.32
H12 5.58 0.50 1.60  0.30
C10 3.79 4.54 -0.39  -0.41
C11 3.27 3.13 -0.66  0.23
O10 1.84 3.36 -0.50  -0.02
C12 1.58 4.67 -0.70  0.37
O11 0.51 5.15 -0.78  -0.55
O12 2.72 5.38 -0.79  -0.38
H13 4.71 4.75 -0.94  0.36
H14 4.02 4.67 0.67  0.22
H15 3.54 2.46 0.15  0.01
H16 3.50 2.73 -1.65  0.10
C13 -3.56 -2.82 -2.13  -0.88
C14 -2.14 -2.66 -2.63  0.68
O13 -1.35 -3.58 -2.50  -0.81
N1 -1.81 -1.50 -3.24  0.26
C15 -0.52 -1.31 -3.86  -0.76
H17 -4.26 -2.79 -2.96  0.36
H18 -3.83 -1.97 -1.49  -0.07
H19 -3.50 -3.78 -1.64  0.37
H20 -2.47 -0.73 -3.27  0.09
H21 -0.54 -1.61 -4.91  0.38
H22 0.25 -1.89 -3.35  0.13
H23 -0.24 -0.26 -3.82  0.12
C16 4.38 -3.27 -5.71  -1.10
C17 3.37 -2.30 -5.13  0.67
O14 2.19 -2.36 -5.44  -0.59
N2 3.87 -1.33 -4.32  -0.11
C18 3.03 -0.38 -3.64  -0.27
H24 4.06 -3.52 -6.71  0.32
H25 4.39 -4.16 -5.07  0.24
H26 5.41 -2.91 -5.73  0.36
H27 4.87 -1.32 -4.18  0.21
H28 3.66 0.45 -3.33  0.36
H29 2.61 -0.84 -2.74  -0.39
H30 2.24 -0.02 -4.29  0.28
C19 2.59 -3.81 0.93  -1.10
C20 1.19 -3.83 0.39  0.49
O15 0.23 -3.92 1.16  -0.64
N3 1.00 -3.72 -0.95  0.38
C21 2.00 -4.01 -1.96  -1.31
H31 2.72 -4.67 1.58  0.37
H32 2.66 -2.92 1.57  0.13
H33 3.37 -3.75 0.18  0.35
H34 0.03 -3.79 -1.26  0.24
H35 2.71 -4.76 -1.63  0.52
H36 2.62 -3.12 -2.16  0.27
H37 1.49 -4.29 -2.88  0.32
C22 -4.00 2.34 -2.08  -0.53
C23 -3.19 1.99 -3.31  0.49
O16 -3.50 1.04 -4.02  -0.72
N4 -2.15 2.80 -3.59  -0.11
C24 -1.30 2.60 -4.75  -0.81
H38 -3.72 3.29 -1.61  0.39
H39 -3.83 1.56 -1.34  -0.12
H40 -5.06 2.33 -2.31  0.36
H41 -1.87 3.49 -2.91  0.23
H42 -1.09 1.54 -4.89  0.25
H43 -0.35 3.11 -4.60  0.32
H44 -1.75 3.02 -5.65  0.30
C25 -1.17 -1.20 6.92  -1.40
C26 -1.25 -0.46 5.60  0.59
O17 -0.27 -0.18 4.89  -0.54
N5 -2.52 -0.13 5.24  0.00
C27 -2.83 0.61 4.05  -0.54
H45 -1.38 -0.48 7.72  0.41
H46 -0.18 -1.59 7.13  0.31
H47 -1.89 -2.01 6.94  0.35
H48 -3.23 -0.30 5.93  0.29
H49 -2.84 0.03 3.12  0.07
H50 -2.13 1.44 3.87  0.14
H51 -3.81 1.09 4.13  0.31
C28 1.54 1.73 3.53  -1.18
C29 0.90 2.93 2.86  0.91
O18 -0.07 2.85 2.13  -0.65
N6 1.47 4.14 3.14  -0.17
C30 1.09 5.37 2.44  -0.88
H52 1.22 0.80 3.08  0.12
H53 1.34 1.74 4.59  0.36
H54 2.63 1.77 3.37  0.38
H55 2.27 4.25 3.74  0.24
H56 1.97 5.98 2.24  0.39
H57 0.39 5.93 3.05  0.33
H58 0.60 5.16 1.49  0.15
Cl1 1.81 -0.38 -0.23  0.39
C31 0.08 -0.77 -0.06  0.31
C32 -0.74 0.42 0.33  0.00
Cl2 -2.43 -0.13 0.40  -0.05
H59 0.02 -1.61 0.62  -0.34
H60 -0.31 -1.13 -1.01  -0.43
H61 -0.63 1.23 -0.38  0.41
H62 -0.46 0.76 1.32  -0.43

---

Entry 2:
Molecular formula: C3H31O13Y
Method: DFT, ωB97M-V/def2-TZVPD

Calculated values
E_tot: -1148.7905 hartree
total charge: +2

Each line ends with the Mulliken charge.
Element x y z (Å)
Y1 -0.64 2.87 -1.94  1.63
C1 1.03 0.18 0.46  -0.30
C2 0.27 -0.47 -0.72  1.07
C3 -0.90 -1.39 -0.27  -0.60
O1 -0.14 0.54 -1.67  -0.50
H1 2.04 0.53 0.28  -0.43
H2 1.11 -0.37 1.40  0.57
H3 0.49 1.09 0.74  -0.34
H4 1.04 -1.15 -1.08  -0.17
H5 -1.41 -1.72 -1.17  0.28
H6 -1.57 -0.90 0.43  -0.19
H7 -0.55 -2.29 0.25  0.29
O2 2.98 -3.29 -0.95  -0.61
H8 2.73 -2.39 -1.17  0.34
H9 2.43 -3.51 -0.20  0.41
O3 -2.63 1.77 -1.13  -0.37
H10 -3.23 2.20 -0.52  0.31
H11 -3.09 0.96 -1.37  0.33
O4 4.54 0.12 -2.06  -0.59
H12 4.16 0.04 -2.94  0.32
H13 3.94 0.69 -1.59  0.25
O5 -0.97 3.69 0.23  -0.43
H14 -0.90 3.11 0.99  0.42
H15 -1.29 4.52 0.59  0.32
O6 1.51 3.03 -0.89  -0.40
H16 2.35 3.12 -1.36  0.28
H17 1.72 3.25 0.02  0.32
O7 -0.38 -1.31 -4.10  -0.64
H18 0.53 -1.53 -4.31  0.31
H19 -0.32 -0.72 -3.35  0.25
O8 -1.33 -0.21 3.58  -0.63
H20 -0.54 -0.52 4.03  0.31
H21 -1.82 -1.01 3.39  0.29
O9 -1.00 2.22 2.45  -0.68
H22 -0.83 1.28 2.35  0.31
H23 -0.83 2.39 3.38  0.31
O10 -3.99 -0.63 -1.65  -0.56
H24 -4.92 -0.68 -1.87  0.27
H25 -3.55 -1.09 -2.37  0.30
O11 3.81 1.49 1.82  -0.62
H26 3.33 1.71 2.61  0.31
H27 3.54 0.60 1.60  0.35
O12 -4.09 -0.94 1.27  -0.62
H28 -3.72 -1.82 1.36  0.32
H29 -3.75 -0.62 0.43  0.26
O13 1.77 -4.16 1.33  -0.63
H30 1.14 -3.68 1.87  0.28
H31 1.90 -4.99 1.79  0.30

---

Entry 3:
Molecular formula: C5H19NO3S2
Method: DFT, ωB97M-V/def2-TZVPD

Calculated values
E_tot: -1278.3309 hartree
spin multiplicity: 2
total charge: +1

Each line ends with the Mulliken charge.
Element x y z (Å)
S1 -4.44 -0.24 2.14  -0.14
S2 -2.71 -1.27 1.86  -0.02
C1 -1.14 -0.40 1.68  -1.21
C2 -0.87 0.07 0.26  0.64
C3 -2.01 1.06 -0.33  -1.17
N1 0.30 0.90 0.42  -0.02
C4 1.11 1.19 -0.83  -0.13
C5 1.66 2.56 -0.97  -1.06
H1 -4.93 -0.04 0.91  0.16
H2 -0.42 -1.19 2.14  0.17
H3 -0.90 0.44 2.33  0.57
H4 -0.72 -0.83 -0.36  0.25
H5 -2.15 1.91 0.33  0.34
H6 -2.85 0.36 -0.69  0.30
H7 -1.58 1.73 -1.13  0.47
H8 0.31 1.75 0.94  0.38
H9 0.38 1.03 -1.69  0.32
H10 1.93 0.50 -0.75  0.18
H11 1.52 3.14 -0.07  0.31
H12 2.87 2.60 -1.09  0.30
H13 1.19 3.30 -1.70  0.33
H14 3.01 -2.02 -0.64  0.26
H15 2.67 -2.67 -1.97  0.36
O1 2.38 -2.56 -1.04  -0.61
H16 1.24 -0.04 1.93  0.39
H17 0.94 -0.76 3.19  0.29
O2 1.62 -0.57 2.59  -0.63
H18 0.59 -2.59 -2.61  0.28
H19 0.39 -3.90 -1.95  0.35
O3 0.61 -3.47 -2.90  -0.65

---

Entry 4:
Molecular formula: C30H54Cl20NO3
Method: DFT, ωB97M-V/def2-TZVPD

Calculated values
E_tot: -10659.6251 hartree
total charge: +1

Each line ends with the Mulliken charge.
Element x y z (Å)
C1 1.90 -0.63 3.13  -0.66
O1 1.53 0.75 3.00  0.00
C2 0.45 1.01 3.87  -1.20
C3 -0.73 1.58 3.10  -0.26
C4 -1.17 0.62 1.96  -0.12
C5 -2.58 0.15 2.21  0.14
C6 -3.54 1.14 2.19  -0.34
N1 -4.83 0.86 2.44  0.16
C7 -5.23 -0.39 2.73  -0.45
C8 -4.33 -1.42 2.75  -0.30
C9 -2.98 -1.16 2.50  0.75
C10 -2.01 -2.31 2.57  -0.03
O2 -1.86 -2.93 3.57  -0.45
O3 -1.32 -2.62 1.43  -0.34
H1 2.40 -0.78 4.08  0.32
H2 2.55 -0.88 2.30  0.17
H3 1.02 -1.29 3.07  0.20
H4 0.73 1.71 4.66  0.40
H5 0.09 0.12 4.39  0.42
H6 -0.52 2.57 2.70  0.18
H7 -1.53 1.73 3.82  0.55
H8 -0.48 -0.21 1.87  -0.24
H9 -1.16 1.14 1.00  0.45
H10 -3.26 2.16 1.97  0.61
H11 -5.48 1.63 2.43  0.35
H12 -6.28 -0.56 2.94  -0.06
H13 -4.64 -2.42 2.99  0.53
H14 -0.42 -2.26 1.48  0.13
Cl1 5.60 -1.29 -0.09  -0.21
C11 4.24 -1.17 -1.25  -0.18
C12 3.69 0.23 -1.33  -0.49
Cl2 2.84 0.69 0.17  -0.03
H15 3.47 -1.88 -0.95  0.04
H16 4.61 -1.47 -2.23  0.26
H17 2.96 0.28 -2.14  0.20
H18 4.47 0.96 -1.53  0.41
Cl3 3.41 1.62 -5.19  -0.11
C13 3.34 3.40 -5.12  -0.61
C14 4.39 3.99 -4.21  -0.42
Cl4 4.08 3.63 -2.49  -0.17
H19 2.34 3.69 -4.81  0.31
H20 3.51 3.76 -6.13  0.36
H21 4.40 5.07 -4.30  0.35
H22 5.38 3.62 -4.45  0.31
Cl5 -8.11 -1.88 3.14  -0.18
C15 -9.69 -1.47 2.40  -0.48
C16 -9.82 -2.06 1.02  -0.40
Cl6 -8.71 -1.27 -0.14  -0.18
H23 -9.78 -0.39 2.39  0.31
H24 -10.46 -1.88 3.05  0.35
H25 -10.83 -1.90 0.65  0.31
H26 -9.62 -3.12 1.01  0.32
Cl7 3.81 6.29 3.77  -0.20
C17 4.11 4.73 4.58  -0.52
C18 3.05 3.71 4.25  -0.39
Cl8 1.47 4.15 4.96  -0.17
H27 4.17 4.92 5.65  0.36
H28 5.08 4.38 4.24  0.36
H29 3.33 2.74 4.65  0.29
H30 2.92 3.61 3.18  0.28
Cl9 3.57 -1.53 -4.26  -0.14
C19 3.08 -3.24 -4.30  0.13
C20 3.78 -4.02 -5.38  -0.60
Cl10 3.26 -3.52 -7.01  -0.19
H31 2.01 -3.27 -4.42  -0.34
H32 3.34 -3.66 -3.32  0.31
H33 3.55 -5.08 -5.28  0.35
H34 4.86 -3.89 -5.33  0.43
Cl11 -3.08 6.54 5.66  -0.17
C21 -1.78 5.86 4.65  -0.28
C22 -2.20 5.74 3.20  -0.47
Cl12 -3.47 4.49 2.98  -0.19
H35 -1.50 4.89 5.06  0.13
H36 -0.93 6.52 4.72  0.33
H37 -1.35 5.44 2.60  0.25
H38 -2.58 6.68 2.82  0.43
Cl13 0.66 -1.99 -0.91  -0.23
C23 -0.85 -1.45 -1.68  -0.19
C24 -1.04 -2.10 -3.03  -0.70
Cl14 0.15 -1.53 -4.22  -0.13
H39 -0.81 -0.37 -1.76  0.32
H40 -1.67 -1.72 -1.02  0.21
H41 -2.03 -1.84 -3.42  0.39
H42 -0.97 -3.18 -2.97  0.35
Cl15 -3.13 -8.41 0.77  -0.18
C25 -2.50 -6.77 0.48  -0.44
C26 -2.47 -5.94 1.74  0.19
Cl16 -4.12 -5.54 2.31  -0.20
H43 -3.11 -6.30 -0.29  0.32
H44 -1.48 -6.89 0.10  0.31
H45 -1.96 -5.00 1.55  -0.33
H46 -1.95 -6.46 2.55  0.35
Cl17 8.43 5.94 0.52  -0.19
C27 6.77 6.46 0.12  -0.31
C28 6.22 5.73 -1.07  -0.34
Cl18 7.04 6.19 -2.58  -0.19
H47 6.78 7.53 -0.03  0.33
H48 6.15 6.25 1.00  0.16
H49 5.17 5.98 -1.20  0.27
H50 6.30 4.65 -0.96  0.28
Cl19 0.45 -5.09 -5.63  -0.16
C29 -0.06 -5.23 -7.33  -0.45
C30 -1.50 -5.67 -7.45  -0.47
Cl20 -1.73 -7.35 -6.92  -0.18
H51 0.61 -5.92 -7.82  0.36
H52 0.06 -4.24 -7.78  0.27
H53 -1.81 -5.62 -8.49  0.33
H54 -2.16 -5.04 -6.86  0.31

---

Entry 5:
Molecular formula: C32H80N2O15S7
Method: DFT, ωB97M-V/def2-TZVPD

Calculated values
E_tot: -5291.9933 hartree
spin multiplicity: 2
total charge: +1

Each line ends with the Mulliken charge.
Element x y z (Å)
C1 2.65 3.34 -3.88  -0.91
S1 2.11 3.66 -2.19  0.83
O1 3.01 2.92 -1.21  -0.78
C2 2.52 5.36 -2.01  -1.23
H1 1.89 2.71 -4.36  0.16
H2 3.55 2.73 -3.89  0.37
H3 2.67 4.35 -4.27  0.39
H4 2.07 5.93 -2.83  0.43
H5 3.60 5.46 -1.89  0.36
H6 2.07 5.69 -1.07  0.32
C3 -2.03 3.76 -2.66  -0.33
S2 -1.83 3.83 -4.51  0.38
O2 -0.96 2.69 -4.83  -0.50
C4 -3.51 3.41 -5.21  -0.78
H7 -2.98 4.12 -2.25  0.44
H8 -1.31 4.45 -2.23  0.39
H9 -1.96 2.73 -2.33  -0.33
H10 -3.55 2.74 -6.07  0.30
H11 -4.01 4.30 -5.59  0.45
H12 -4.13 3.07 -4.39  0.09
C5 -0.14 0.67 -1.56  -0.69
S3 -0.72 -0.75 -0.47  0.00
O3 0.17 -1.91 -0.96  -0.29
C6 0.15 -0.20 1.09  -0.69
H13 -0.71 1.53 -1.20  -0.10
H14 -0.30 0.45 -2.62  0.53
H15 0.92 0.83 -1.41  0.39
H16 -0.29 0.76 1.34  0.23
H17 1.22 -0.18 0.84  0.40
H18 -0.04 -0.90 1.90  0.15
C7 -2.80 -6.21 -2.72  -0.99
S4 -2.13 -4.78 -3.70  0.51
O4 -3.42 -4.23 -4.33  -0.63
C8 -1.77 -3.84 -2.14  -0.41
H19 -2.79 -7.13 -3.29  0.40
H20 -3.78 -6.13 -2.23  0.32
H21 -2.09 -6.53 -1.96  0.28
H22 -2.64 -3.48 -1.60  0.38
H23 -0.93 -3.15 -2.27  -0.05
H24 -1.21 -4.46 -1.44  0.27
C9 1.76 -3.71 1.13  0.03
S5 1.22 -5.26 0.31  0.60
O5 2.44 -6.00 -0.14  -0.68
C10 0.53 -5.96 1.90  -1.04
H25 0.83 -3.19 1.36  -0.12
H26 2.33 -3.20 0.35  0.11
H27 2.48 -3.84 1.93  -0.05
H28 -0.32 -5.38 2.28  0.30
H29 1.20 -6.03 2.75  0.26
H30 0.11 -6.94 1.69  0.48
C11 -4.28 0.62 0.80  -0.38
S6 -4.89 2.07 -0.14  0.88
O6 -4.74 1.82 -1.66  -0.26
C12 -6.66 2.16 0.26  -1.11
H31 -4.51 0.78 1.86  0.47
H32 -3.20 0.59 0.88  -0.32
H33 -4.70 -0.30 0.38  0.47
H34 -6.90 1.94 1.30  0.41
H35 -7.20 1.42 -0.34  0.39
H36 -7.04 3.16 0.07  0.38
C13 4.86 -2.85 3.32  -0.94
S7 4.24 -1.14 3.63  0.54
O7 2.88 -1.17 2.95  -0.37
C14 3.85 -1.42 5.37  -0.49
H37 5.75 -3.07 3.92  0.46
H38 5.17 -2.91 2.28  0.35
H39 4.01 -3.49 3.58  0.05
H40 3.03 -2.13 5.43  -0.22
H41 3.81 -0.48 5.92  0.12
H42 4.67 -2.01 5.78  0.49
C15 4.51 -2.37 -4.74  0.07
O8 4.83 -1.88 -5.81  -0.56
N1 3.36 -2.04 -4.01  0.18
C16 3.17 -2.27 -2.55  -0.90
C17 2.43 -1.00 -4.58  -1.11
H43 5.03 -3.20 -4.26  0.35
H44 2.61 -1.46 -2.07  0.11
H45 4.16 -2.40 -2.13  0.42
H46 2.63 -3.18 -2.28  0.38
H47 2.55 0.05 -4.30  0.37
H48 2.60 -0.96 -5.65  0.38
H49 1.39 -1.32 -4.47  0.31
C18 -1.85 5.03 1.49  -0.12
O9 -2.29 4.51 0.50  -0.49
N2 -1.46 4.27 2.56  0.33
C19 -0.86 4.93 3.67  -1.01
C20 -2.09 2.95 2.67  -0.03
H50 -1.55 6.07 1.67  0.36
H51 -1.68 5.35 4.25  0.36
H52 -0.08 5.58 3.28  0.36
H53 -0.37 4.22 4.34  0.26
H54 -2.51 2.62 1.72  -0.35
H55 -1.37 2.26 3.10  -0.17
H56 -2.86 3.18 3.40  0.50
O10 -0.54 -2.82 4.07  -0.59
C21 0.33 -2.86 4.89  1.17
O11 0.51 -1.90 5.84  -0.34
C22 -0.42 -0.85 6.13  -0.71
C23 -0.49 0.30 5.08  -0.75
C24 1.29 -3.95 4.85  -1.03
H57 -0.19 -0.51 7.14  0.40
H58 -1.43 -1.26 6.23  0.31
H59 0.43 0.66 4.63  0.21
H60 -1.22 1.09 5.28  0.46
H61 -0.89 -0.09 4.14  0.27
H62 0.79 -4.90 5.05  0.46
H63 1.98 -3.93 5.69  0.53
H64 1.98 -4.21 4.05  -0.26
O12 2.13 3.77 5.07  -0.54
C25 3.06 2.94 5.22  0.78
O13 3.36 1.92 4.37  -0.30
C26 2.80 1.92 3.10  0.82
C27 3.44 2.98 2.18  -1.57
C28 3.82 3.04 6.50  -1.18
H65 1.72 2.06 3.11  -0.27
H66 3.01 1.09 2.42  0.30
H67 4.51 3.01 2.37  0.36
H68 3.00 3.92 2.50  0.33
H69 3.25 2.82 1.12  0.34
H70 4.57 2.25 6.45  0.27
H71 3.23 2.96 7.42  0.32
H72 4.21 4.02 6.77  0.35
O14 -1.96 -0.94 -7.09  -0.54
C29 -3.15 -1.04 -6.97  0.82
O15 -3.89 -0.44 -5.97  -0.44
C30 -3.23 0.13 -4.89  -0.11
C31 -2.74 -0.87 -3.79  -0.67
C32 -3.91 -2.04 -7.71  -1.03
H73 -4.01 0.68 -4.36  0.11
H74 -2.53 0.90 -5.22  0.30
H75 -3.55 -1.59 -3.66  0.53
H76 -2.48 -0.31 -2.90  -0.06
H77 -1.98 -1.56 -4.19  0.21
H78 -4.89 -1.57 -7.78  0.32
H79 -4.07 -2.94 -7.11  0.19
H80 -3.45 -2.52 -8.56  0.34

---

Look up the E_tot of the first one.
-3859.9399 hartree

---

Which value of E_tot does entry 5 give?
-5291.9933 hartree